Density functional theory data (ωB97M-V/def2-TZVPD) for an isolated molecule of C5H8N2.

Bonds (Å) are listed after each position.
Element x y z (Å)
1 C 2.217 0.152 0.217  N2 1.440, H8 1.093, H9 1.096, H10 1.099
2 N 0.851 -0.162 -0.114  C1 1.440, C3 1.367, C7 1.442
3 C 0.301 -1.407 -0.247  N2 1.367, C4 1.396, H11 1.094
4 C -1.090 -1.523 -0.280  C3 1.396, C5 1.393
5 C -1.424 -0.183 -0.096  C4 1.393, N6 1.354, C7 1.514
6 N -2.684 0.311 -0.080  C5 1.354, H12 1.009, H13 1.007
7 C -0.246 0.747 0.107  N2 1.442, C5 1.514, H14 1.097, H15 1.097
8 H 2.861 -0.664 -0.123  C1 1.093
9 H 2.541 1.068 -0.289  C1 1.096
10 H 2.369 0.281 1.297  C1 1.099
11 H 1.025 -2.221 -0.347  C3 1.094
12 H -3.394 -0.344 -0.370  N6 1.009
13 H -2.871 1.290 -0.224  N6 1.007
14 H -0.228 1.130 1.135  C7 1.097
15 H -0.219 1.603 -0.577  C7 1.097

Largest force on an atom (eV/Å): 0.5
Orbital gap (eV): 7.977
SMILES: CN1C=C=C(N)C1
HOMO energy (eV): -7.27